1.
This record from the Open Molecules 2025 dataset describes a molecular structure, C30H33BF3N5O6S5SeW in a non-equilibrium geometry. The level of theory is wB97M-V/def2-TZVPD.

The geometry in XYZ format:
```
85
C30H33BF3N5O6S5SeW (wB97M-V/def2-TZVPD)
W -0.97 0.39 0.03
F 0.19 -5.09 0.22
C -1.13 -4.88 0.37
F -1.66 -5.99 0.89
F -1.65 -4.71 -0.85
C -1.39 -3.68 1.25
C -1.97 -3.83 2.50
C -2.21 -2.69 3.27
C -1.89 -1.46 2.76
N -1.32 -1.31 1.56
C -1.06 -2.40 0.81
S -0.25 -2.00 -0.66
H -2.24 -4.81 2.86
H -2.66 -2.77 4.25
H -2.06 -0.55 3.32
O 0.72 1.18 -0.83
S 1.94 0.32 -1.33
C 2.19 0.77 -3.11
C 0.99 1.47 -3.73
C 0.06 0.50 -4.48
C -1.34 1.06 -4.54
S -2.25 0.86 -2.94
O -1.25 0.10 -2.00
C -3.35 -0.45 -3.46
C -3.13 -1.76 -3.08
C -4.00 -2.74 -3.54
C -5.07 -2.40 -4.35
C -5.29 -1.07 -4.69
C -4.43 -0.08 -4.24
C 3.37 1.18 -0.70
C 3.31 2.50 -0.30
C 4.48 3.12 0.12
C 5.68 2.42 0.13
C 5.72 1.09 -0.27
C 4.56 0.46 -0.68
H 2.37 -0.20 -3.59
H 3.09 1.36 -3.15
H 1.35 2.23 -4.42
H 0.44 1.99 -2.95
H 0.04 -0.48 -3.99
H 0.42 0.36 -5.50
H -1.95 0.57 -5.30
H -1.33 2.14 -4.72
H -2.30 -2.03 -2.44
H -3.83 -3.77 -3.26
H -5.74 -3.16 -4.72
H -6.14 -0.80 -5.31
H -4.60 0.96 -4.50
H 2.36 3.03 -0.32
H 4.45 4.15 0.44
H 6.59 2.91 0.44
H 6.65 0.54 -0.25
H 4.56 -0.58 -0.99
C 0.14 4.40 1.15
N 0.64 3.61 2.25
C 1.74 3.90 3.02
C 1.83 2.93 3.96
N 0.80 2.06 3.78
B 0.44 0.87 4.73
N 0.96 -0.50 4.16
C 1.17 -1.54 5.03
C 1.58 -2.62 4.32
N 1.63 -2.24 3.00
C 2.09 -3.08 1.92
C 1.24 -0.94 2.93
S 1.26 -0.04 1.44
C 0.09 2.47 2.73
S -1.36 1.70 2.18
H 0.87 5.17 0.91
H -0.80 4.88 1.41
H -0.02 3.77 0.28
H 2.34 4.78 2.85
H 2.54 2.82 4.76
H 1.02 1.05 5.76
H -0.75 0.81 4.85
H 1.01 -1.43 6.09
H 1.86 -3.61 4.65
H 1.63 -4.07 2.00
H 3.17 -3.19 1.95
H 1.81 -2.64 0.97
O -4.34 1.55 -1.30
Se -3.26 1.90 -0.02
O -1.66 2.13 -0.60
O -2.77 0.14 0.19
O -4.01 3.01 -1.35
```

Calculated values
2S+1: 1
E_tot: -6671.5652 Eh
net charge: +2
energy above the lowest of the compared OMol25 structures with the same formula, charge and spin: 324.3 kJ/mol

=====

2.
This record from the Open Molecules 2025 dataset describes a gas-phase ion, C5H12N3 (charge +1) in a non-equilibrium geometry. The level of theory is wB97M-V/def2-TZVPD.

The geometry in XYZ format:
```
20
C5H12N3 (wB97M-V/def2-TZVPD)
C 1.23 0.21 0.42
C 1.03 -1.08 0.66
C 0.74 0.87 -0.79
C -0.45 2.64 0.41
C -1.03 -2.39 0.49
N -0.26 -1.07 -1.36
N 0.07 2.05 -0.78
N 0.14 -1.82 -0.26
H 1.62 0.91 1.14
H 1.39 -1.68 1.59
H 1.02 0.66 -1.85
H -1.03 3.55 0.24
H -0.88 2.06 1.32
H 0.45 3.17 0.72
H -1.75 -1.62 0.53
H -1.36 -3.11 -0.29
H -0.76 -2.66 1.41
H -1.26 -1.00 -1.44
H 0.30 2.75 -1.51
H 0.80 -2.43 -0.66
```

Calculated values
2S+1: 1
E_tot: -361.5617 Eh
net charge: +1
energy above the lowest of the compared OMol25 structures with the same formula, charge and spin: 542.0 kJ/mol